--- one ---
# C3H5NOS

2 unconnected molecules or ions with the total composition C3H5NOS (ωB97M-V with the def2-TZVPD basis set, OMol25).

Computed properties:
- lowest unoccupied orbital energy (eV) = 0.71

Cartesian coordinates (Å):
H: 0.90879 -2.44915 -1.25165
C: -0.28997 1.53286 1.83923
C: 0.25622 -1.58354 -1.58150
O: 1.57787 0.31493 0.05140
H: -1.13724 1.92963 2.44918
S: -0.98226 0.21547 0.79117
N: -0.56065 -1.31333 -2.44664
H: -0.81517 -1.95272 -3.26980
C: 0.45561 -0.06016 -0.19304
H: 0.47964 1.06473 2.49747
H: 0.10716 2.30129 1.11420


--- two ---
# C3H5NOS

A molecular structure, C3H5NOS (ωB97M-V with the def2-TZVPD basis set, OMol25).

Computed properties:
- lowest unoccupied orbital energy (eV) = 0.24

Cartesian coordinates (Å):
C: -1.39938 0.49419 0.20313
H: 2.21724 0.53622 -0.36807
C: -1.92513 -0.83470 -0.30645
H: 1.50735 -1.15801 -0.60560
H: 1.38253 -0.35648 0.82681
C: 1.32895 -0.15316 -0.17565
H: -1.15350 0.18069 1.52602
N: -2.38151 -1.84330 -0.64641
S: 0.08961 0.92506 -0.77181
H: -2.07936 2.10147 0.95070
O: -2.29505 1.49338 0.30468


--- three ---
# C3H5NOS

A single C3H5NOS molecule (ωB97M-V with the def2-TZVPD basis set, OMol25).

Computed properties:
- lowest unoccupied orbital energy (spin up / spin down) (eV) = -0.66 / -0.65

Cartesian coordinates (Å):
H: -2.65417 1.11474 1.20150
H: 1.90821 -0.72165 -0.88444
H: 1.84140 0.61846 0.19976
C: -1.08417 -0.16269 0.61273
C: 1.18223 -0.00521 -0.44275
H: 0.50625 -1.36086 1.09688
O: 0.60232 0.64555 -1.54506
H: -0.24260 -1.77487 -0.46625
C: 0.05083 -0.94018 0.26817
S: -0.01810 2.27262 -1.07678
N: -2.09220 0.31410 1.03625


Relative to the most stable one, in hartree, the structures come out at one 0.0098; two 0.0000; three 0.0770.


--- one ---
# C3H5NOS

A single C3H5NOS molecule (ωB97M-V with the def2-TZVPD basis set, OMol25).

Computed properties:
- lowest unoccupied orbital energy (eV) = 0.24
- SMILES = CC(=O)NC=S

Cartesian coordinates (Å):
S: -1.56129 2.50254 0.59135
H: 1.79607 -0.80969 -1.74655
H: -0.82827 -0.94841 0.94340
O: 0.81426 1.39380 -0.81760
H: -2.44266 0.55573 1.59089
C: 1.31439 -0.92146 -0.71394
H: 2.00783 -1.09674 0.03502
N: -0.72191 -0.04581 0.41716
C: 0.54135 0.31548 -0.39835
C: -1.62767 0.85023 0.79635
H: 0.70791 -1.79567 -0.69774


--- two ---
# C3H5NOS

A single C3H5NOS molecule (ωB97M-V with the def2-TZVPD basis set, OMol25).

Computed properties:
- lowest unoccupied orbital energy (eV) = 0.45
- SMILES = N[C@H]1CSC1=O

Cartesian coordinates (Å):
S: -0.72898 2.08270 -0.51808
H: 1.35489 0.90217 -1.54144
C: 0.39246 0.63538 -1.15342
H: 1.35962 -0.17898 0.81579
N: -0.23569 -1.43913 0.17104
H: -0.80003 -1.40348 0.98108
H: -0.14184 -0.12706 -1.87192
C: 0.44287 -0.01641 0.22780
H: 0.49563 -2.15749 0.20339
C: -0.65275 0.93819 0.87055
O: -1.48617 0.76412 1.81521


Relative to the most stable one, in hartree, the structures come out at one 0.0000; two 0.0153.


--- one ---
# C3H5NOS

A single C3H5NOS molecule (ωB97M-V with the def2-TZVPD basis set, OMol25).

Computed properties:
- lowest unoccupied orbital energy (eV) = 0.64
- SMILES = S=C1CCON1

Cartesian coordinates (Å):
N: -0.17693 0.15696 1.44530
C: 0.32741 0.98861 -0.70330
H: 0.13683 0.51086 2.40349
H: 1.55532 0.70149 -0.70662
S: -0.30250 -2.54948 1.13584
H: 0.17400 -1.22576 -1.54950
O: 0.03480 1.33767 0.63181
C: -0.22647 -0.94970 0.72527
H: -1.31567 -0.32625 -1.23383
H: 0.07951 1.85022 -1.32378
C: -0.28631 -0.49461 -0.82468


--- two ---
# C3H5NOS

2 unconnected molecules or ions with the total composition C3H5NOS (ωB97M-V with the def2-TZVPD basis set, OMol25).

Computed properties:
- lowest unoccupied orbital energy (eV) = 0.66
- SMILES = N=C=O.C=CS

Cartesian coordinates (Å):
H: 0.74453 1.20961 0.82745
N: -1.95553 -0.96539 0.29034
O: -3.99521 0.01322 -0.28337
C: -3.04405 -0.55692 0.03799
H: -0.02357 1.96343 -0.65211
H: 0.01770 -0.21014 -1.80606
C: 0.37425 1.08038 -0.17599
C: 0.38690 -0.08242 -0.80161
S: 1.03731 -1.58030 -0.15760
H: 1.35316 -1.09777 1.04214
H: -1.54043 -1.78383 0.66934


Relative to the most stable one, in hartree, the structures come out at one 0.0782; two 0.0000.


--- one ---
# C4H4O3

A single C4H4O3 molecule (ωB97M-V with the def2-TZVPD basis set, OMol25).

Computed properties:
- lowest unoccupied orbital energy (eV) = -0.15
- SMILES = O=CC1(C=O)CO1

Cartesian coordinates (Å):
H: 1.83387 1.36435 0.26530
C: -1.03432 -0.74563 0.63433
H: 1.26870 0.61610 1.84412
H: -1.36774 -1.77156 0.36821
C: 0.25406 -0.21392 0.05026
C: -0.36800 0.12106 -1.31233
H: 0.07384 -0.33716 -2.20509
O: 1.54937 -0.74868 0.20019
O: -1.41870 0.70902 -1.37147
O: -1.81406 0.07465 1.04144
C: 1.29649 0.54784 0.75330


--- two ---
# C4H4O3

A single C4H4O3 molecule (ωB97M-V with the def2-TZVPD basis set, OMol25).

Computed properties:
- lowest unoccupied orbital energy (eV) = 0.35
- SMILES = O=CC1(C=O)CO1

Cartesian coordinates (Å):
C: -0.96139 1.19054 -0.02635
H: -0.47946 2.08362 0.41008
O: -0.66529 -1.21984 -0.58896
H: 1.78074 -0.68441 -1.13920
C: -0.24308 -1.16553 0.75078
O: 1.85510 1.30014 -0.68342
H: 0.61462 -1.78971 1.00754
O: -2.11693 1.17927 -0.36190
C: 1.31211 0.22334 -0.70596
C: -0.06434 -0.01569 -0.16146
H: -1.03208 -1.10173 1.49886


Relative to the most stable one, in hartree, the structures come out at one 0.0330; two 0.0000.


--- one ---
# C4H4

A single C4H4 molecule (ωB97M-V with the def2-TZVPD basis set, OMol25).

Computed properties:
- lowest unoccupied orbital energy (spin up / spin down) (eV) = -0.02 / -0.02

Cartesian coordinates (Å):
H: -1.05458 1.27867 0.91626
C: -0.40257 0.48281 0.82659
H: -0.83842 0.59389 -1.35273
C: 0.04619 -0.10300 -1.10162
C: -0.21288 -0.83997 0.12593
H: 1.87131 0.24049 0.18121
H: -0.26195 -1.86546 0.21335
C: 0.85289 0.21257 0.19100


--- two ---
# C4H4

2 unconnected molecules or ions with the total composition C4H4 (ωB97M-V with the def2-TZVPD basis set, OMol25).

Computed properties:
- lowest unoccupied orbital energy (eV) = -1.31

Cartesian coordinates (Å):
C: -0.35821 -0.76340 -0.13091
C: -0.75467 1.46617 -1.55519
H: 1.26533 0.34899 0.73389
H: -1.05986 -1.43436 0.10279
C: -0.56370 0.56306 -0.68905
C: 0.21729 0.36118 0.64926
H: 1.49324 -1.33579 -0.66262
H: -0.23942 0.79414 1.55184


--- three ---
# C4H4

A single C4H4 molecule (ωB97M-V with the def2-TZVPD basis set, OMol25).

Computed properties:
- lowest unoccupied orbital energy (eV) = 1.18
- SMILES = C=C1C=C1

Cartesian coordinates (Å):
H: -1.63653 1.68686 0.00208
C: 0.23847 0.07911 -0.03515
C: -1.04220 0.68858 0.01217
H: 1.83683 -1.14893 -0.01145
H: 2.27983 0.80241 0.07060
C: 1.51615 -0.09271 0.02886
C: -1.28020 -0.61476 0.03095
H: -1.91235 -1.40056 -0.09805


Relative to the most stable one, in hartree, the structures come out at one 0.0796; two 0.1773; three 0.0000.


--- one ---
# C4H4

A single C4H4 molecule (ωB97M-V with the def2-TZVPD basis set, OMol25).

Computed properties:
- lowest unoccupied orbital energy (eV) = 1.12
- SMILES = C=C1C=C1

Cartesian coordinates (Å):
H: 2.33237 -0.01728 -0.54287
C: -0.00313 -0.17415 -0.09676
H: -0.48784 -0.32710 2.04724
H: -1.94548 -0.19001 1.08615
C: 0.30785 0.35641 -1.39508
H: 0.01670 0.84976 -2.28244
C: 1.32297 -0.03972 -0.64903
C: -0.83247 -0.10192 1.06681


--- two ---
# C4H4

2 unconnected molecules or ions with the total composition C4H4 (ωB97M-V with the def2-TZVPD basis set, OMol25).

Computed properties:
- lowest unoccupied orbital energy (eV) = 1.21
- SMILES = C#C.C#C

Cartesian coordinates (Å):
H: 0.56299 -0.62597 0.62759
C: 2.56950 0.25197 -0.20011
H: -1.03777 1.10803 0.52809
H: -3.01871 -1.25531 -0.62192
H: 3.47253 0.79158 -0.60947
C: 1.58342 -0.17985 0.29312
C: -2.47018 -0.44497 -0.19632
C: -1.66178 0.35452 0.17901


Relative to the most stable one, in hartree, the structures come out at one 0.0000; two 0.0247.